Record 1
# C13H22NO3PSe2SnTe3

A structure of composition C13H22NO3PSe2SnTe3 (ωB97M-V with the def2-TZVPD basis set, the Open Molecules 2025 dataset).

Computed properties:
* E_HOMO: -7.4 eV
* relative energy (zero: lowest compared OMol25 entry of this formula, charge and spin): 0.0 kJ/mol
* largest force on an atom: 0.6 eV/A
* electronic energy: -6951.7919 hartree

Structure (XYZ):
```
46
C13H22NO3PSe2SnTe3, DFT ωB97M-V with the def2-TZVPD basis set
Sn -0.898 -1.323 0.978
C 2.292 -0.033 0.860
N 1.608 -0.916 1.811
C 2.445 -2.091 2.062
C 1.350 -0.190 3.058
C 0.236 0.815 2.885
C 0.260 2.012 3.592
C -0.767 2.932 3.452
C -1.819 2.665 2.588
C -1.840 1.474 1.876
C -0.822 0.540 2.026
H 3.243 0.318 1.283
H 1.663 0.826 0.631
H 2.500 -0.576 -0.060
H 3.400 -1.798 2.517
H 2.651 -2.600 1.122
H 1.935 -2.783 2.730
H 2.266 0.310 3.401
H 1.069 -0.917 3.824
H 1.094 2.227 4.252
H -0.740 3.861 4.007
H -2.619 3.384 2.465
H -2.658 1.273 1.192
Se -3.327 -1.470 0.140
Te -4.424 -1.669 2.397
Te -3.161 -3.945 2.981
Se -0.883 -2.931 3.086
C -2.493 -0.914 -4.839
C -2.039 -0.902 -3.402
O -0.609 -0.677 -3.389
P 0.177 -0.724 -2.010
O -0.441 0.152 -0.964
Te 0.280 -2.911 -1.036
O 1.629 -0.325 -2.479
C 1.889 0.794 -3.368
C 1.529 2.117 -2.734
H -3.563 -1.120 -4.880
H -1.969 -1.687 -5.401
H -2.309 0.050 -5.313
H -2.244 -1.858 -2.912
H -2.515 -0.107 -2.826
H 1.341 0.625 -4.295
H 2.955 0.725 -3.572
H 0.464 2.177 -2.513
H 1.786 2.925 -3.420
H 2.079 2.263 -1.804
```

---

Record 2
# C6H16NO

A cluster of 2 separate species, C6H16NO in total at a distorted geometry (ωB97M-V with the def2-TZVPD basis set, the Open Molecules 2025 dataset).

Computed properties:
* E_HOMO (spin up / spin down): -18.3 / -18.3 eV
* ⟨S²⟩: 0.75
* 2S+1: 2
* relative energy (zero: lowest compared OMol25 entry of this formula, charge and spin): 312.3 kJ/mol
* total charge: +2
* largest force on an atom: 1.3 eV/A
* electronic energy: -367.3959 hartree

Structure (XYZ):
```
24
C6H16NO, DFT ωB97M-V with the def2-TZVPD basis set
C 1.224 -0.881 0.627
O 2.072 0.236 0.959
C -0.227 -0.453 0.661
C -0.708 0.560 -0.148
C -1.643 -0.001 -1.397
C -2.783 -0.889 -0.918
C -3.565 -0.337 0.279
N 4.716 1.458 -0.201
H 1.505 -1.145 -0.387
H 1.407 -1.691 1.302
H 1.974 0.413 1.907
H -0.791 -0.812 1.514
H -1.459 1.188 0.331
H 0.095 1.090 -0.647
H -1.988 0.901 -1.901
H -0.954 -0.512 -2.063
H -2.283 -1.813 -0.594
H -3.446 -1.094 -1.753
H -3.707 0.741 0.179
H -3.076 -0.580 1.223
H -4.546 -0.795 0.348
H 3.808 1.078 0.116
H 4.743 1.812 -1.164
H 5.608 1.165 0.211
```

---

Record 3
# C7H14

A cluster of 2 separate species, C7H14 in total (ωB97M-V with the def2-TZVPD basis set, the Open Molecules 2025 dataset).

Computed properties:
* E_HOMO: -8.7 eV
* relative energy (zero: lowest compared OMol25 entry of this formula, charge and spin): 166.2 kJ/mol
* largest force on an atom: 0.7 eV/A
* SMILES string: C/C=C\C.C=CC
* electronic energy: -275.0529 hartree

Structure (XYZ):
```
21
C7H14, DFT ωB97M-V with the def2-TZVPD basis set
C 1.256 -1.357 0.994
C 0.340 -1.366 -0.200
C -0.984 -1.232 -0.186
C -1.850 -1.032 1.023
H 2.253 -0.990 0.724
H 1.385 -2.369 1.392
H 0.879 -0.724 1.804
H 0.828 -1.500 -1.163
H -1.505 -1.231 -1.143
H -2.649 -1.780 1.055
H -2.340 -0.049 1.007
H -1.279 -1.111 1.952
C 0.748 1.468 -2.146
C 0.863 1.357 -0.827
C -0.095 1.895 0.191
H 1.485 1.029 -2.809
H -0.090 1.972 -2.604
H 1.770 0.898 -0.455
H -1.111 1.976 -0.209
H 0.219 2.889 0.521
H -0.124 1.258 1.079
```

---

Record 4
# C4H10NOS

A cluster of 2 separate species, C4H10NOS in total at a distorted geometry (ωB97M-V with the def2-TZVPD basis set, the Open Molecules 2025 dataset).

Computed properties:
* E_HOMO (spin up / spin down): -2.4 / -2.4 eV
* relative energy (zero: lowest compared OMol25 entry of this formula, charge and spin): 509.5 kJ/mol
* total charge: -1
* largest force on an atom: 4.6 eV/A
* electronic energy: -686.4706 hartree

Structure (XYZ):
```
17
C4H10NOS, DFT ωB97M-V with the def2-TZVPD basis set
C -1.312 -0.623 -0.336
C -0.303 0.184 1.786
C 0.517 1.212 -0.282
C -0.021 -0.039 0.380
N 1.047 -1.091 0.178
O 0.822 -0.223 -3.237
S 2.277 -0.971 1.047
H -1.083 -0.697 -1.440
H -1.561 -1.736 -0.061
H -2.179 -0.016 -0.017
H 0.657 0.405 2.439
H -0.870 -0.741 2.253
H -1.118 0.886 1.919
H 0.761 1.068 -1.443
H -0.469 1.774 -0.292
H 1.496 1.566 0.055
H 1.340 -0.960 -2.947
```

---

Record 5
# C4H5NO2

A cluster of 2 separate species, C4H5NO2 in total (ωB97M-V with the def2-TZVPD basis set, the Open Molecules 2025 dataset).

Computed properties:
* E_HOMO: -9.4 eV
* relative energy (zero: lowest compared OMol25 entry of this formula, charge and spin): 413.0 kJ/mol
* largest force on an atom: 0.6 eV/A
* electronic energy: -360.5121 hartree

Structure (XYZ):
```
12
C4H5NO2, DFT ωB97M-V with the def2-TZVPD basis set
O -1.089 2.458 0.069
C -0.480 1.442 -0.073
C -1.022 0.036 0.044
C -0.351 -0.758 -1.045
N 0.860 -0.500 -1.348
C 1.594 0.353 -0.549
O 0.899 1.485 -0.275
H -0.769 -0.358 1.038
H -2.108 0.063 -0.055
H -0.913 -1.480 -1.635
H 1.561 -1.578 2.197
H 1.820 -1.163 1.634
```

---

Record 6
# C2H3NO3

A cluster of 2 separate species, C2H3NO3 in total at a distorted geometry (ωB97M-V with the def2-TZVPD basis set, the Open Molecules 2025 dataset).

Computed properties:
* E_HOMO (spin up / spin down): -7.6 / -11.0 eV
* ⟨S²⟩: 2.01
* 2S+1: 3
* relative energy (zero: lowest compared OMol25 entry of this formula, charge and spin): 790.4 kJ/mol
* largest force on an atom: 8.4 eV/A
* electronic energy: -358.0925 hartree

Structure (XYZ):
```
9
C2H3NO3, DFT ωB97M-V with the def2-TZVPD basis set
C 1.826 -0.048 0.788
C 1.527 0.970 0.274
N -1.401 -0.069 -0.101
O -1.179 -1.315 -0.757
O -2.065 -0.225 0.864
O -0.795 0.888 -0.481
H 1.662 -0.998 1.271
H -0.902 -1.046 -1.645
H 1.326 1.842 -0.215
```